w | An isolated molecule of C7H8N2O3, computed with the ωB97M-V functional and the def2-TZVPD basis.

Structure (XYZ):
```
20
Properties=species:S:1:pos:R:3
C -0.94 1.13 -0.89
C -1.76 1.34 -1.97
C -1.57 -0.81 -1.71
C -0.83 -0.24 -0.71
C -0.12 -1.02 0.28
C 1.00 -0.04 1.14
C 1.41 -0.48 2.33
N -2.16 0.13 -2.41
N 1.99 0.77 0.44
O 0.86 -1.47 3.03
O 2.46 0.23 2.92
O -0.45 -2.11 0.73
H -0.37 1.77 -0.24
H -1.94 2.38 -2.41
H -1.72 -1.81 -1.80
H -2.81 -0.13 -3.10
H 2.65 0.98 2.23
H 1.50 1.25 -0.26
H 2.52 0.18 -0.09
H 0.27 -2.05 2.48
```

Summary:
SMILES: NC(C(=O)c1cc[nH]c1)=C(O)O
LUMO, eV: 0.5
HOMO-LUMO gap, eV: 8.81

---

x | An isolated molecule of C7H8N2O3, computed with the ωB97M-V functional and the def2-TZVPD basis.

Structure (XYZ):
```
20
Properties=species:S:1:pos:R:3
C 3.13 0.48 -0.14
C 2.37 -0.46 -0.78
C 2.48 1.40 0.64
C 1.03 -0.55 -0.63
C 1.10 1.45 0.67
C 0.37 0.43 0.10
C -1.87 -0.49 -0.26
N -1.84 -1.65 0.53
N -3.21 0.31 -0.25
O -3.89 0.09 0.71
O -3.37 1.02 -1.18
O -1.02 0.55 0.09
H 4.13 0.44 -0.28
H 2.69 -1.24 -1.41
H 2.95 1.94 1.41
H 0.53 -1.46 -1.12
H 0.57 2.30 1.22
H -1.89 -0.77 -1.29
H -2.49 -2.30 0.37
H -1.75 -1.49 1.61
```

Summary:
SMILES: N[C@H](Oc1ccccc1)[N+](=O)[O-]
LUMO, eV: 0.8
HOMO-LUMO gap, eV: 9.89

---

y | A cluster of 2 separate species, C7H8N2O3 in total, computed with the ωB97M-V functional and the def2-TZVPD basis.

Structure (XYZ):
```
20
Properties=species:S:1:pos:R:3
C -0.02 -0.28 -1.45
C 1.11 0.14 2.27
C -1.08 1.57 -0.13
C -1.32 2.89 0.01
C 1.43 -3.37 -0.26
C -1.00 0.83 -1.54
C -0.72 0.75 1.16
N 1.48 -0.61 3.06
N 0.99 -0.84 -1.47
O 0.36 -3.67 -0.65
O 1.89 -1.64 -1.40
O 0.66 0.91 1.30
H -1.28 3.32 0.94
H -1.42 3.58 -0.82
H 1.57 -2.56 0.75
H 2.39 -3.67 -0.72
H -0.71 1.44 -2.42
H -1.98 0.40 -1.64
H -1.29 1.20 1.88
H -1.04 -0.40 1.11
```

Summary:
SMILES: C=C(CC#[N+][O-])COC#N.C=O
LUMO, eV: 0.3
HOMO-LUMO gap, eV: 9.38

---

Taking the most stable structure as the zero point, the relative energies in kJ/mol are w 0.0; x 213.7; y 496.7.

---

w | The ion O4PS with charge -1, computed with the ωB97M-V functional and the def2-TZVPD basis.

Structure (XYZ):
```
6
Properties=species:S:1:pos:R:3
O 1.89 1.13 -0.48
O -0.45 0.25 0.33
O -2.96 0.22 0.27
O 1.71 -1.26 -0.19
P -1.73 -0.38 -0.35
S 1.54 0.03 0.41
```

Summary:
Charge: -1
LUMO, eV: 3.8
HOMO-LUMO gap, eV: 9.10

---

x | A cluster of 2 separate species, O4PS in total, computed with the ωB97M-V functional and the def2-TZVPD basis.

Structure (XYZ):
```
6
Properties=species:S:1:pos:R:3
O 0.72 -1.07 0.25
O -2.51 -0.98 -0.86
O -0.06 0.99 0.92
O 1.55 1.06 -1.00
P -0.72 -0.64 1.00
S 1.38 0.56 0.33
```

Summary:
Charge: -1
LUMO (alpha / beta), eV: 3.2 / 3.2
HOMO-LUMO gap (alpha / beta), eV: 6.95 / 6.12

---

Taking the most stable structure as the zero point, the relative energies in kJ/mol are w 0.0; x 600.7.

---

w | A structure of composition C22H46As3BrNOSe2V, computed with the ωB97M-V functional and the def2-TZVPD basis.

Structure (XYZ):
```
77
Properties=species:S:1:pos:R:3
V 0.35 0.15 0.82
C -2.84 -3.49 4.60
Se -1.34 -3.19 3.40
C 0.01 -2.93 4.75
C 0.01 -1.54 5.36
Se 0.57 -0.13 4.14
C 2.46 -0.10 4.62
H -2.69 -4.41 5.16
H -3.73 -3.59 3.99
H -2.97 -2.65 5.28
H 0.98 -3.16 4.29
H -0.16 -3.68 5.52
H 0.69 -1.47 6.21
H -0.98 -1.26 5.71
H 2.55 0.07 5.69
H 2.91 0.74 4.09
H 2.95 -1.02 4.33
C 1.38 -3.35 0.36
As 0.01 -2.16 -0.31
C -1.55 -3.29 -0.39
C 0.64 -2.01 -2.16
C -0.12 -1.14 -3.18
C -1.61 -1.44 -3.15
C 0.16 0.35 -2.96
As -0.51 1.19 -1.35
C -2.38 1.53 -1.66
C 0.22 2.97 -1.58
C 0.45 -1.54 -4.56
As 0.12 -0.65 -6.30
C 1.11 1.03 -6.01
C -1.69 0.10 -6.13
H 1.26 -4.31 -0.15
H 1.27 -3.50 1.43
H 2.35 -2.93 0.14
H -1.51 -3.84 -1.33
H -2.47 -2.72 -0.34
H -1.50 -3.98 0.45
H 0.68 -3.04 -2.51
H 1.68 -1.67 -2.08
H -2.06 -1.27 -2.17
H -1.81 -2.48 -3.41
H -2.16 -0.82 -3.87
H -0.25 0.93 -3.79
H 1.24 0.53 -2.95
H -2.48 1.83 -2.71
H -2.70 2.35 -1.02
H -3.00 0.66 -1.47
H -0.05 3.32 -2.58
H 1.30 2.95 -1.49
H -0.20 3.65 -0.84
H 0.19 -2.59 -4.74
H 1.55 -1.52 -4.52
H 2.05 0.81 -5.50
H 0.55 1.77 -5.43
H 1.34 1.45 -6.98
H -2.43 -0.70 -6.15
H -1.83 0.71 -7.03
H -1.85 0.74 -5.26
C 1.33 5.42 2.58
C 0.39 4.27 2.41
C -0.94 4.33 2.83
C -1.79 3.24 2.69
C -1.25 2.11 2.12
Br -2.20 0.49 1.92
N 0.01 2.02 1.70
C 0.81 3.08 1.84
H 0.80 6.34 2.83
H 1.90 5.60 1.67
H 2.05 5.24 3.39
H -1.32 5.24 3.27
H -2.82 3.27 3.01
H 1.83 2.95 1.48
C 3.50 0.03 0.79
O 2.06 -0.06 0.89
H 3.81 0.95 1.27
H 3.79 0.02 -0.26
H 3.90 -0.83 1.31
```

Summary:
Charge: +2
Spin multiplicity: 3
LUMO (alpha / beta), eV: -6.1 / -6.0
HOMO-LUMO gap (alpha / beta), eV: 6.68 / 6.84

---

x | A structure of composition C22H46As3BrNOSe2V, computed with the ωB97M-V functional and the def2-TZVPD basis.

Structure (XYZ):
```
77
Properties=species:S:1:pos:R:3
V 0.00 -0.25 0.94
C -0.79 4.00 3.16
Se -1.71 2.32 2.77
C -3.49 3.11 2.51
C -3.68 3.89 1.22
Se -3.40 2.84 -0.40
C -5.21 2.15 -0.58
H -1.46 4.62 3.75
H -0.52 4.52 2.24
H 0.10 3.79 3.74
H -3.64 3.77 3.37
H -4.20 2.29 2.60
H -2.99 4.73 1.17
H -4.69 4.29 1.15
H -5.85 2.93 -0.98
H -5.58 1.83 0.39
H -5.19 1.31 -1.27
C -0.59 -3.97 0.15
As 0.67 -2.48 0.11
C 2.13 -3.40 1.03
C 1.17 -2.66 -1.79
C 2.14 -1.63 -2.39
C 3.37 -1.51 -1.48
C 1.47 -0.26 -2.56
As 1.10 0.83 -0.97
C 2.79 1.74 -0.60
C 0.21 2.28 -1.93
C 2.54 -2.16 -3.78
As 3.67 -1.18 -5.13
C 4.84 0.03 -4.10
C 2.41 0.20 -5.76
H -0.04 -4.87 -0.13
H -1.41 -3.82 -0.54
H -0.98 -4.11 1.16
H 2.59 -4.12 0.36
H 1.71 -3.94 1.88
H 2.90 -2.71 1.39
H 0.23 -2.67 -2.35
H 1.61 -3.66 -1.86
H 3.06 -1.19 -0.48
H 4.08 -0.78 -1.87
H 3.89 -2.47 -1.39
H 0.51 -0.38 -3.07
H 2.11 0.36 -3.18
H 3.24 2.07 -1.54
H 3.49 1.10 -0.07
H 2.58 2.61 0.01
H 0.87 2.65 -2.70
H -0.05 3.08 -1.24
H -0.71 1.91 -2.38
H 1.64 -2.39 -4.35
H 3.07 -3.11 -3.64
H 5.57 -0.53 -3.52
H 4.31 0.73 -3.46
H 5.40 0.60 -4.85
H 1.39 -0.19 -5.85
H 2.73 0.50 -6.76
H 2.41 1.09 -5.13
C -3.01 -1.44 5.32
C -2.87 -1.40 3.83
C -3.96 -1.59 2.97
C -3.80 -1.48 1.59
C -2.54 -1.17 1.14
Br -2.11 -0.84 -0.69
N -1.48 -0.98 1.92
C -1.65 -1.10 3.25
H -3.89 -2.00 5.62
H -3.11 -0.43 5.70
H -2.13 -1.88 5.78
H -4.94 -1.82 3.38
H -4.62 -1.63 0.91
H -0.77 -0.95 3.86
C 1.85 1.02 2.92
O 0.89 0.56 2.00
H 1.85 0.37 3.80
H 1.62 2.03 3.23
H 2.85 1.01 2.48
```

Summary:
Charge: +2
Spin multiplicity: 3
LUMO (alpha / beta), eV: -5.9 / -6.3
HOMO-LUMO gap (alpha / beta), eV: 6.84 / 6.37

---

Taking the most stable structure as the zero point, the relative energies in kJ/mol are w 0.0; x 94.6.

---

w | A cluster of 2 separate species, C4H10 in total, computed with the ωB97M-V functional and the def2-TZVPD basis.

Structure (XYZ):
```
14
Properties=species:S:1:pos:R:3
C -2.70 -4.21 -1.85
H -2.43 -3.93 -2.86
H -2.03 -4.88 -1.28
H -3.60 -4.81 -2.00
H -3.17 -3.60 -1.14
C 1.83 1.13 1.19
C 1.26 2.57 1.28
C 1.37 3.74 0.53
H 0.91 0.53 1.51
H 2.21 0.82 0.18
H 2.77 1.12 1.85
H 0.77 2.98 2.20
H 0.84 4.62 0.70
H 1.99 3.93 -0.31
```

Summary:
SMILES: C=CC.C
LUMO, eV: 1.1
HOMO-LUMO gap, eV: 10.41

---

x | An isolated molecule of C4H10, computed with the ωB97M-V functional and the def2-TZVPD basis.

Structure (XYZ):
```
14
Properties=species:S:1:pos:R:3
C -1.01 -1.03 -0.15
C -0.01 0.00 0.41
C -0.41 1.39 -0.09
C 1.43 -0.36 0.03
H -1.13 -0.87 -1.22
H -0.66 -2.06 0.02
H -1.99 -0.94 0.32
H -0.08 0.01 1.50
H 0.35 2.13 0.19
H -1.35 1.70 0.36
H -0.53 1.39 -1.18
H 1.71 -1.34 0.43
H 2.13 0.37 0.44
H 1.57 -0.39 -1.05
```

Summary:
SMILES: CC(C)C
LUMO, eV: 1.2
HOMO-LUMO gap, eV: 12.56

---

y | A cluster of 3 separate species, C4H10 in total, computed with the ωB97M-V functional and the def2-TZVPD basis.

Structure (XYZ):
```
14
Properties=species:S:1:pos:R:3
C 0.10 -1.16 -0.44
C 0.84 -0.05 -0.69
C 1.60 0.87 0.10
C -2.21 0.29 0.78
H 0.04 -1.87 -1.19
H 0.03 -1.40 0.60
H 0.93 0.35 -1.80
H -1.95 0.25 -0.23
H 2.07 1.69 -0.54
H 2.44 -0.84 0.23
H 1.24 1.28 1.05
H -2.85 1.20 0.96
H -1.28 0.36 1.30
H -2.64 -0.73 1.16
```

Summary:
LUMO, eV: -0.7
HOMO-LUMO gap, eV: 7.33

---

Taking the most stable structure as the zero point, the relative energies in kJ/mol are w 234.2; x 0.0; y 600.7.

---

w | The ion C6H11BrN with charge +1, computed with the ωB97M-V functional and the def2-TZVPD basis.

Structure (XYZ):
```
19
Properties=species:S:1:pos:R:3
C 0.68 -2.02 0.34
C -0.69 -1.73 0.15
C 1.62 -1.42 -0.46
C -1.03 -0.44 0.04
C -0.15 1.50 -1.18
C -0.34 1.46 1.27
N -0.11 0.65 0.08
Br -2.86 0.09 -0.07
H 0.83 -2.86 0.94
H -1.49 -2.42 0.22
H 2.69 -1.55 -0.34
H 1.33 -1.23 -1.46
H -1.13 1.96 -1.38
H 0.65 2.27 -1.12
H 0.09 0.86 -1.93
H 0.65 2.04 1.54
H -1.16 2.04 1.13
H -0.43 0.75 2.15
H 0.84 0.05 0.08
```

Summary:
Charge: +1
SMILES: C=C/C=C(/Br)[NH+](C)C
LUMO, eV: -4.5
HOMO-LUMO gap, eV: 9.08

---

x | A structure of composition C6H11BrN, computed with the ωB97M-V functional and the def2-TZVPD basis.

Structure (XYZ):
```
19
Properties=species:S:1:pos:R:3
C -0.43 2.64 -0.16
C -0.55 1.69 -1.09
C -0.46 1.79 1.01
C -0.74 0.62 -0.08
C 0.39 -1.19 1.12
C 0.06 -1.30 -1.24
N 0.37 -0.41 -0.12
Br -2.67 -0.38 0.00
H -0.30 3.70 -0.03
H -0.46 1.85 -2.15
H 0.41 1.59 1.61
H -1.38 1.76 1.72
H -0.47 -1.71 1.25
H 1.19 -1.82 1.04
H 0.44 -0.43 2.05
H -0.81 -2.01 -0.89
H -0.20 -0.60 -2.10
H 0.88 -1.88 -1.42
H 1.32 0.02 -0.32
```

Summary:
Charge: +1
LUMO, eV: -4.3
HOMO-LUMO gap, eV: 10.00

---

Taking the most stable structure as the zero point, the relative energies in kJ/mol are w 0.0; x 54.5.